Entry 1:
{
  "formula": "C13H21N3O3S2",
  "method": "ωB97M-V/def2-TZVPD",
  "homo_lumo_gap_ev": 8.59,
  "relative_energy_ev": 0.0000,
  "homo_ev": -8.2520,
  "max_force_ev_per_a": 0.79,
  "e_tot_ha": -1694.3377,
  "species": ["C", "C", "C", "O", "C", "C", "C", "N", "C", "S", "N", "C", "C", "C", "C", "S", "N", "O", "O", "C", "C", "H", "H", "H", "H", "H", "H", "H", "H", "H", "H", "H", "H", "H", "H", "H", "H", "H", "H", "H", "H", "H"],
  "coordinates": [[2.013, 2.796, -0.364], [2.298, 1.345, -0.739], [1.336, 0.865, -1.829], [2.187, 0.593, 0.458], [2.684, -0.727, 0.405], [2.963, -1.235, 1.828], [1.959, -0.696, 2.851], [0.607, -0.804, 2.367], [-0.425, -1.267, 3.084], [-0.297, -1.870, 4.617], [-1.674, -1.203, 2.516], [-2.016, -0.969, 1.193], [-1.210, -1.412, 0.138], [-1.569, -1.141, -1.167], [-2.730, -0.439, -1.424], [-3.110, -0.003, -3.102], [-2.256, 1.451, -3.224], [-2.493, -0.938, -3.997], [-4.507, 0.287, -3.228], [-3.568, -0.042, -0.400], [-3.219, -0.313, 0.907], [2.154, 3.440, -1.227], [0.989, 2.890, -0.013], [2.683, 3.111, 0.430], [3.333, 1.259, -1.114], [1.552, -0.162, -2.116], [0.307, 0.925, -1.481], [1.445, 1.494, -2.708], [3.612, -0.759, -0.185], [1.955, -1.386, -0.090], [3.957, -0.921, 2.145], [2.937, -2.325, 1.813], [2.182, 0.358, 3.048], [2.031, -1.256, 3.786], [0.424, -0.259, 1.534], [-2.430, -1.310, 3.179], [-0.329, -1.997, 0.350], [-0.975, -1.481, -2.000], [-1.574, 1.412, -3.965], [-2.879, 2.232, -3.348], [-4.483, 0.471, -0.647], [-3.863, -0.012, 1.719]],
  "forces_ev_per_a": [[0.2, -0.4, 0.0], [-0.1, 0.4, -0.4], [0.3, 0.0, 0.4], [0.0, 0.1, 0.2], [0.2, -0.3, 0.0], [-0.3, 0.3, -0.2], [0.5, -0.1, 0.1], [-0.4, 0.1, -0.3], [0.1, 0.0, 0.1], [0.0, -0.2, 0.6], [-0.2, 0.0, 0.2], [-0.1, 0.2, -0.6], [-0.1, 0.0, 0.1], [0.0, 0.0, 0.0], [-0.2, -0.1, -0.5], [0.3, 0.7, -0.1], [-0.4, -0.7, 0.1], [0.2, 0.0, 0.2], [0.1, 0.1, 0.3], [-0.1, 0.0, 0.0], [0.2, -0.1, 0.0], [0.0, 0.1, -0.1], [-0.1, 0.0, 0.0], [0.1, 0.1, 0.1], [-0.1, 0.0, 0.1], [0.0, -0.1, -0.1], [-0.1, 0.0, 0.0], [0.0, 0.1, -0.1], [-0.1, 0.0, 0.0], [0.1, 0.1, 0.0], [0.1, 0.0, 0.0], [0.0, 0.0, 0.0], [-0.1, -0.1, 0.1], [0.0, 0.2, -0.1], [-0.1, 0.0, 0.0], [0.2, -0.1, 0.0], [0.1, 0.0, 0.0], [0.2, -0.1, 0.0], [0.1, -0.1, -0.2], [-0.2, 0.1, 0.0], [-0.2, 0.1, 0.1], [-0.1, 0.1, 0.1]]
}

---

Entry 2:
{
  "formula": "C13H21N6O4",
  "method": "ωB97M-V/def2-TZVPD",
  "homo_lumo_gap_ev": 9.49,
  "total_charge": 1,
  "relative_energy_ev": 0.7867,
  "homo_ev": -11.5919,
  "max_force_ev_per_a": 1.24,
  "e_tot_ha": -1137.3408,
  "species": ["C", "C", "C", "C", "N", "C", "O", "O", "C", "C", "O", "C", "N", "C", "N", "C", "C", "O", "N", "C", "N", "N", "C", "H", "H", "H", "H", "H", "H", "H", "H", "H", "H", "H", "H", "H", "H", "H", "H", "H", "H", "H", "H", "H"],
  "coordinates": [[-4.623, -0.472, -0.132], [-3.409, -0.752, -1.018], [-3.454, -2.173, -1.575], [-2.081, -0.523, -0.265], [-2.044, -1.271, 1.014], [-1.878, 0.963, 0.046], [-2.400, 1.512, 0.978], [-1.045, 1.538, -0.813], [-0.747, 2.922, -0.581], [0.571, 3.329, -1.251], [1.713, 2.551, -0.967], [2.195, 2.476, 0.341], [1.689, 1.269, 0.968], [0.587, 1.135, 1.760], [0.119, -0.078, 1.792], [0.957, -0.817, 0.986], [0.871, -2.154, 0.503], [-0.063, -2.950, 0.614], [1.989, -2.490, -0.249], [2.992, -1.622, -0.607], [4.000, -2.099, -1.343], [2.981, -0.352, -0.290], [1.961, 0.018, 0.490], [-4.495, 0.443, 0.441], [-4.826, -1.299, 0.547], [-5.505, -0.355, -0.754], [-3.417, -0.050, -1.857], [-4.377, -2.320, -2.128], [-2.623, -2.354, -2.252], [-3.418, -2.913, -0.779], [-1.253, -0.851, -0.898], [-1.520, -2.186, 0.894], [-2.985, -1.379, 1.397], [-1.402, -0.735, 1.681], [-1.550, 3.531, -1.008], [-0.729, 3.095, 0.499], [0.470, 3.241, -2.335], [0.749, 4.382, -0.990], [3.283, 2.381, 0.266], [1.920, 3.343, 0.954], [0.162, 1.947, 2.317], [2.006, -3.443, -0.597], [4.080, -3.070, -1.586], [4.741, -1.466, -1.591]],
  "forces_ev_per_a": [[0.1, 0.2, -0.2], [0.1, -0.2, 0.1], [0.0, 0.3, -0.1], [-0.1, 0.5, -0.5], [-0.1, -0.2, 0.3], [-0.2, -0.4, 0.2], [-0.1, 0.1, 0.0], [0.3, -0.1, -0.4], [0.3, 0.4, 0.2], [-0.5, -0.1, -0.1], [0.2, -0.1, 0.1], [0.3, 0.2, -0.2], [0.2, -0.3, 0.1], [-0.3, -0.2, 0.2], [0.1, 0.1, 0.4], [0.8, 0.5, -0.3], [-0.1, 0.4, 0.1], [0.2, -0.3, 0.0], [0.3, -0.3, -0.2], [-0.3, 0.4, 0.2], [0.2, -0.3, -0.2], [0.3, 0.3, -0.1], [-0.4, -1.2, 0.0], [-0.1, 0.0, 0.1], [-0.1, -0.1, 0.1], [-0.1, -0.1, 0.0], [0.1, 0.0, 0.1], [-0.1, -0.1, 0.0], [0.1, -0.1, -0.1], [0.0, -0.1, 0.1], [-0.1, -0.1, 0.2], [-0.4, 0.4, 0.1], [0.2, 0.0, 0.0], [-0.4, -0.2, -0.2], [0.1, 0.0, 0.1], [0.0, 0.0, -0.2], [0.0, 0.1, 0.1], [-0.1, -0.1, -0.1], [-0.2, 0.1, 0.1], [0.0, -0.1, 0.0], [-0.1, 0.3, 0.0], [-0.1, 0.1, 0.1], [0.1, 0.1, 0.0], [0.0, 0.0, 0.0]]
}